Entry 1:
C19H21BaIN2 as an isolated structure in a non-equilibrium geometry, computed with ωB97M-V/def2-TZVPD.

As for the net charge: 0. For the LUMO energy (spin up / spin down), the calculation gives -0.97 / -1.35 eV.

XYZ file:
```
44
C19H21BaIN2, DFT ωB97M-V/def2-TZVPD
C 1.351 2.092 2.313
C 1.279 -2.089 2.538
H 2.400 2.412 2.229
H 1.105 1.695 3.309
H 0.627 2.858 2.004
H 1.388 -3.008 1.951
H 2.161 -1.780 3.114
H 0.327 -1.989 3.065
C 0.999 2.653 -1.763
C 1.151 3.438 -2.914
C 1.091 2.819 -4.170
C 0.894 1.439 -4.243
H 0.997 3.065 -0.739
H 1.288 4.518 -2.813
H 1.169 3.396 -5.096
H 0.772 0.932 -5.198
N 0.815 1.316 -1.845
C 0.786 0.697 -3.052
C 0.630 -0.782 -3.050
N 0.631 -1.396 -1.839
C 0.519 -2.737 -1.745
C 0.401 -2.925 -4.155
C 0.414 -3.541 -2.892
H 0.509 -3.140 -0.717
H 0.349 -4.621 -2.785
C 0.489 -1.537 -4.227
H 0.425 -1.018 -5.185
H 0.305 -3.511 -5.073
Ba 1.539 -0.130 0.365
I 4.620 -0.141 -0.402
C -2.390 0.143 0.724
C -2.292 0.102 2.134
C -2.630 -1.087 2.871
C -2.540 -1.125 4.264
C -2.145 0.004 4.997
C -1.806 1.176 4.304
C -1.850 1.231 2.909
H -1.646 0.686 0.116
H -3.278 -0.264 0.235
H -2.920 -1.978 2.314
H -2.780 -2.041 4.799
H -2.102 -0.025 6.094
H -1.501 2.054 4.870
H -1.549 2.140 2.386
```

---

Entry 2:
A 2-piece molecular cluster, C5H15NO overall in a non-equilibrium geometry, computed with ωB97M-V/def2-TZVPD.

As for the net charge: 0. For the LUMO energy, the calculation gives 0.72 eV. As for the structure (SMILES): CCNC(C)C.O.

XYZ file:
```
22
C5H15NO, DFT ωB97M-V/def2-TZVPD
C -0.996 0.675 -2.783
C -0.043 -0.218 -2.012
N -0.307 -0.099 -0.581
C 0.490 0.812 0.223
C 1.983 0.353 0.321
C -0.176 0.952 1.560
H -0.575 1.047 -3.717
H -1.131 1.574 -2.169
H -2.001 0.290 -2.912
H -0.255 -1.267 -2.193
H 1.004 0.034 -2.191
H -0.478 -0.967 -0.099
H 0.494 1.733 -0.368
H 2.625 1.065 -0.202
H 2.423 0.309 1.316
H 2.028 -0.594 -0.219
H 0.204 1.786 2.158
H -1.235 1.178 1.415
H -0.081 0.079 2.203
O -1.069 -2.842 3.714
H -1.947 -3.232 3.763
H -0.959 -2.669 2.773
```